<a>
{"formula": "C3H5N2O2", "method": "ωB97M-V/def2-TZVPD", "e_homo_ev": -15.073, "orbital_gap_ev": 11.083, "charge": 1, "symbols": ["O", "O", "N", "N", "C", "C", "C", "H", "H", "H", "H", "H"], "coordinates": [[-1.98, -1.85, -0.21], [-0.81, 0.59, -2.03], [1.28, 1.10, 1.13], [-0.48, -0.61, 1.07], [0.37, 0.32, 0.65], [-1.12, -1.05, -0.10], [-0.24, -0.25, -1.19], [0.64, -0.79, -1.39], [1.76, 1.75, 0.51], [1.47, 0.94, 2.18], [-0.22, 0.93, -2.64], [-0.67, -1.09, 2.01]]}

---

<b>
{"formula": "C3H5N2O2", "method": "ωB97M-V/def2-TZVPD", "e_homo_ev": -15.590, "smiles": "[NH2+]1[C@@H]2O[C@@H]2N2O[C@@H]12", "orbital_gap_ev": 11.968, "charge": 1, "symbols": ["O", "O", "N", "N", "C", "C", "C", "H", "H", "H", "H", "H"], "coordinates": [[0.67, 1.67, 0.48], [-2.03, -0.20, -0.44], [-1.55, 0.95, 0.33], [0.25, -0.67, 0.19], [0.73, 0.63, -0.39], [-1.25, -0.38, 0.64], [-0.47, 1.58, -0.29], [-1.73, -0.99, 1.44], [1.62, 0.42, -0.99], [-0.72, 2.36, -1.05], [0.34, -1.32, -0.56], [0.74, -0.68, 1.03]]}

---

<c>
{"formula": "C3H5N2O2", "method": "ωB97M-V/def2-TZVPD", "e_homo_ev": -14.745, "smiles": "O=C/N=C\\[NH+]=C\\O", "orbital_gap_ev": 9.367, "charge": 1, "symbols": ["O", "O", "N", "N", "C", "C", "C", "H", "H", "H", "H", "H"], "coordinates": [[1.49, 0.26, 0.83], [0.66, -0.52, -2.34], [-0.75, 0.20, -0.69], [-0.59, 0.39, 1.76], [0.14, -0.63, -1.13], [-1.24, 0.29, 0.69], [0.81, 0.62, 1.78], [1.46, -1.20, -2.59], [-1.38, 0.70, -1.33], [-2.37, 0.32, 0.72], [0.54, -1.39, -0.47], [1.23, 0.96, 2.77]]}

---

Which structure wins on stability? <c> wins.

---

<a>
{"formula": "C4H14N3O", "method": "ωB97M-V/def2-TZVPD", "e_homo_ev": -12.679, "orbital_gap_ev": 9.532, "charge": 1, "symbols": ["O", "N", "N", "N", "C", "C", "C", "C", "H", "H", "H", "H", "H", "H", "H", "H", "H", "H", "H", "H", "H", "H"], "coordinates": [[0.52, -0.34, 2.50], [2.06, 0.72, 0.84], [-2.23, -1.58, -1.75], [-0.35, -0.92, -0.56], [1.40, 1.83, 0.17], [-0.08, 1.42, -0.06], [-1.30, -1.80, -0.72], [-0.31, 0.36, -1.14], [-2.77, -2.38, -2.03], [-0.01, -0.62, 1.81], [-0.07, 0.07, 3.33], [-0.63, 2.42, -0.26], [3.08, 0.60, 0.54], [-1.41, -2.75, -0.15], [-1.35, 0.62, -1.61], [1.57, -0.15, 0.71], [-2.21, -1.01, -2.51], [2.18, 0.90, 2.01], [1.22, 2.84, 0.83], [0.30, 0.66, -1.97], [-0.53, 0.85, 0.77], [1.87, 2.18, -0.69]]}

---

<b>
{"formula": "C4H14N3O", "method": "ωB97M-V/def2-TZVPD", "e_homo_ev": -13.430, "orbital_gap_ev": 6.242, "charge": 1, "symbols": ["O", "N", "N", "N", "C", "C", "C", "C", "H", "H", "H", "H", "H", "H", "H", "H", "H", "H", "H", "H", "H", "H"], "coordinates": [[0.80, -3.12, -0.41], [-1.25, 1.00, 1.61], [1.03, 1.42, 0.43], [-0.89, 2.75, 0.18], [0.55, -1.74, -0.25], [1.30, -0.85, -1.24], [-0.92, -1.52, -0.46], [-0.53, 1.46, 0.45], [-1.21, -1.55, -1.51], [-1.09, -0.51, -0.01], [-1.55, -2.28, 0.01], [-0.88, 1.62, 2.34], [0.82, -1.47, 0.78], [0.96, 0.62, 1.07], [-1.86, 2.75, -0.18], [0.89, 0.14, -1.36], [1.07, 2.23, 1.07], [2.30, -0.67, -0.83], [1.26, -1.28, -2.24], [-0.32, 3.03, -0.63], [-2.21, 1.28, 1.39], [1.73, -3.31, -0.22]]}

---

Which structure wins on stability? <a> wins.

---

<a>
{"formula": "C22H26N2O4", "method": "ωB97M-V/def2-TZVPD", "e_homo_ev": -7.551, "smiles": "CCc1ccc(N[C@@H]2CC(=O)N(CCc3ccc(OC)c(OC)c3)C2=O)cc1", "orbital_gap_ev": 8.302, "charge": 0, "symbols": ["O", "O", "O", "O", "N", "N", "C", "C", "C", "C", "C", "C", "C", "C", "C", "C", "C", "C", "C", "C", "C", "C", "C", "C", "C", "C", "C", "C", "H", "H", "H", "H", "H", "H", "H", "H", "H", "H", "H", "H", "H", "H", "H", "H", "H", "H", "H", "H", "H", "H", "H", "H", "H", "H"], "coordinates": [[-1.34, 0.08, -2.30], [-2.73, -4.00, -0.90], [2.74, 0.56, 1.68], [2.18, 1.23, -0.76], [-2.02, -0.19, 0.77], [-1.79, -2.09, -1.74], [1.31, -0.97, -1.27], [-0.69, 3.25, 0.38], [0.37, -3.26, -1.77], [-1.91, -0.73, -1.61], [2.12, -0.39, 0.93], [-1.41, 2.10, 0.11], [3.09, 0.24, 3.00], [-2.82, -0.47, -0.41], [1.14, -2.56, 0.51], [-3.55, -1.80, -0.23], [-0.81, -2.72, -2.60], [-1.30, 0.99, 0.94], [-0.47, 1.08, 2.06], [-2.67, -2.80, -0.95], [1.74, -1.65, 1.37], [0.99, 4.55, 1.73], [0.94, -2.24, -0.82], [1.75, 1.70, -2.02], [0.23, 2.24, 2.33], [1.85, -0.03, -0.41], [2.29, 4.44, 0.94], [0.14, 3.34, 1.48], [-0.78, 4.09, -0.29], [-0.48, -1.96, -3.31], [1.14, -3.60, -2.47], [2.97, 5.26, 1.20], [-0.39, 0.23, 2.72], [-1.29, -3.54, -3.13], [0.85, -3.53, 0.88], [2.31, 1.23, -2.84], [0.02, -4.13, -1.20], [0.86, 2.29, 3.20], [0.68, 1.54, -2.16], [-2.04, 2.06, -0.77], [3.60, 1.11, 3.39], [2.78, 3.49, 1.15], [1.15, -0.72, -2.31], [-3.48, 0.38, -0.58], [0.45, 5.45, 1.42], [1.21, 4.64, 2.79], [1.96, 2.77, -2.02], [3.76, -0.63, 3.04], [-3.68, -2.07, 0.82], [2.09, 4.48, -0.13], [1.91, -1.94, 2.40], [2.20, 0.03, 3.61], [-1.53, -1.00, 1.12], [-4.53, -1.79, -0.70]]}

---

<b>
{"formula": "C22H26N2O4", "method": "ωB97M-V/def2-TZVPD", "e_homo_ev": -7.031, "smiles": "CCC1=C(C)NN=C(c2ccc(OC)c(OC)c2)c2cc(OC)c(OC)cc21", "orbital_gap_ev": 7.711, "charge": 0, "symbols": ["O", "O", "O", "O", "N", "N", "C", "C", "C", "C", "C", "C", "C", "C", "C", "C", "C", "C", "C", "C", "C", "C", "C", "C", "C", "C", "C", "C", "H", "H", "H", "H", "H", "H", "H", "H", "H", "H", "H", "H", "H", "H", "H", "H", "H", "H", "H", "H", "H", "H", "H", "H", "H", "H"], "coordinates": [[5.57, -0.26, 0.15], [-1.12, 3.44, 1.12], [3.66, 1.06, -1.59], [-3.48, 3.03, 0.09], [-0.21, -2.45, 1.23], [-1.51, -2.88, 1.39], [0.07, -1.29, 0.78], [3.79, -1.32, 1.19], [-0.55, 1.08, 0.91], [-2.64, -1.16, -2.88], [-0.91, -0.21, 0.51], [2.46, -1.61, 1.39], [-2.37, -2.88, 0.28], [1.49, -0.99, 0.60], [-1.41, 2.15, 0.76], [-2.62, -1.78, -0.45], [-2.68, 1.93, 0.21], [3.24, 0.18, -0.61], [0.12, 3.71, 1.70], [6.18, 0.54, -0.84], [-4.77, 2.86, -0.43], [2.69, 1.66, -2.42], [-3.04, 0.65, -0.17], [-2.17, -0.44, -0.02], [4.22, -0.43, 0.20], [1.91, -0.12, -0.40], [-2.97, -4.23, -0.03], [-3.40, -1.84, -1.74], [2.16, -2.29, 2.16], [2.13, 0.91, -2.99], [-2.91, -4.88, 0.84], [-4.02, -4.14, -0.31], [-3.58, -2.87, -2.02], [7.25, 0.45, -0.65], [1.99, 2.27, -1.84], [-1.47, -3.79, 1.84], [-2.44, -4.71, -0.85], [-1.67, -1.64, -3.01], [-5.22, 3.86, -0.43], [1.15, 0.33, -1.02], [-3.19, -1.24, -3.81], [-4.02, 0.47, -0.58], [-4.38, -1.36, -1.62], [0.13, 4.78, 1.91], [-4.75, 2.49, -1.46], [-2.47, -0.11, -2.66], [5.88, 1.58, -0.76], [0.26, 3.16, 2.64], [-5.38, 2.19, 0.19], [3.25, 2.30, -3.10], [0.95, 3.47, 1.02], [5.96, 0.17, -1.84], [0.43, 1.22, 1.35], [4.56, -1.77, 1.79]]}

---

Which structure wins on stability? <a> wins.

---

<a>
{"formula": "C3H2OS", "method": "ωB97M-V/def2-TZVPD", "e_homo_ev": -10.284, "smiles": "C#CC(=O)S", "orbital_gap_ev": 10.052, "charge": 0, "symbols": ["S", "O", "C", "C", "C", "H", "H"], "coordinates": [[0.90, -0.13, -1.63], [0.42, -1.78, 0.19], [-1.10, 1.33, 1.01], [-0.35, 0.44, 0.63], [0.22, -0.63, -0.17], [1.53, -1.34, -1.66], [-1.62, 2.10, 1.63]]}

---

<b>
{"formula": "C3H2OS", "method": "ωB97M-V/def2-TZVPD", "e_homo_ev": -8.900, "smiles": "C#CC(O)=S", "orbital_gap_ev": 7.823, "charge": 0, "symbols": ["S", "O", "C", "C", "C", "H", "H"], "coordinates": [[-1.21, 0.98, 1.64], [0.87, -0.59, 1.30], [0.05, 0.01, -0.75], [-0.33, -0.14, -1.94], [0.01, 0.10, 0.65], [1.00, -0.11, 2.17], [-0.38, -0.24, -3.08]]}

---

Which structure wins on stability? <a> wins.

---

<a>
{"formula": "C8H9NO3S", "method": "ωB97M-V/def2-TZVPD", "e_homo_ev": -9.638, "orbital_gap_ev": 9.972, "charge": 0, "symbols": ["S", "O", "O", "O", "N", "C", "C", "C", "C", "C", "C", "C", "C", "H", "H", "H", "H", "H", "H", "H", "H", "H"], "coordinates": [[-1.41, 1.34, 0.32], [0.89, 0.27, -2.56], [-2.90, 0.54, 0.23], [-1.70, 2.74, 0.25], [-0.86, 0.76, -1.25], [2.60, -1.02, 1.49], [-0.07, -1.13, 0.62], [0.39, 0.21, -1.41], [-1.29, 1.65, -2.31], [0.86, -0.50, -0.17], [2.20, -0.44, 0.33], [0.29, -1.82, 1.81], [1.66, -1.79, 2.23], [-0.20, -2.63, 2.39], [1.93, -2.41, 3.15], [-2.42, 1.42, -2.30], [-1.14, -1.22, 0.20], [2.97, -0.03, -0.25], [3.70, -0.98, 1.92], [-1.07, 2.72, -2.09], [-0.80, 1.33, -3.32], [-3.62, 0.99, 0.72]]}

---

<b>
{"formula": "C8H9NO3S", "method": "ωB97M-V/def2-TZVPD", "e_homo_ev": [-7.364, -7.365], "orbital_gap_ev": [6.864, 6.865], "charge": 0, "symbols": ["S", "O", "O", "O", "N", "C", "C", "C", "C", "C", "C", "C", "C", "H", "H", "H", "H", "H", "H", "H", "H", "H"], "coordinates": [[-0.95, 1.78, -1.36], [-1.52, 0.68, -2.05], [-0.27, 2.80, -2.07], [-1.47, 2.10, -0.07], [0.16, -0.02, 0.47], [0.29, 0.45, 1.70], [1.22, -0.34, -1.65], [-0.44, -0.08, 2.77], [1.03, 0.47, -0.55], [-1.47, -1.59, 1.21], [-0.75, -1.00, 0.19], [-1.39, -1.08, 2.48], [2.26, -0.18, -2.50], [3.05, 0.48, -2.38], [0.58, -1.12, -1.93], [1.17, 1.11, 1.89], [-2.37, -2.03, 0.99], [-0.99, -1.30, -0.92], [1.64, 1.19, -0.03], [2.28, -0.94, -3.28], [-0.26, 0.19, 3.79], [-1.80, -1.58, 3.29]]}

---

Which structure wins on stability? <a> wins.